C22H34N4O2 | ωB97M-V/def2-TZVPD

Structure (ORCA input):
```
! RIJCOSX wB97M-V def2-TZVPD def2/J DEFGRID3
* xyz 0 1
N 2.02781 1.21439 0.72496
C 4.18587 -0.66933 0.84575
C -6.48548 0.49472 0.80231
C 0.19529 0.97975 -0.79667
C -2.52530 0.59365 1.13435
H 2.09530 2.25376 -2.16427
H 2.57729 3.84780 1.16792
H 2.36398 3.99739 -2.14334
C -6.55505 -1.49893 -0.47176
H 4.18059 -3.26669 -0.07837
H -1.35275 -1.51439 0.16980
O 0.68443 -0.13199 1.91342
C -2.07533 1.59322 0.05783
H -2.62629 0.13342 -2.08053
H -7.09574 -2.27026 -1.00210
C 2.99197 -3.15153 -1.86549
H 3.03428 -0.60421 -0.99509
C -1.76827 -0.20819 -1.49326
C 1.79397 0.10530 1.46719
N -1.15156 0.93242 -0.83987
H -3.25165 1.05146 1.80319
C 3.36698 -2.64702 -0.47558
H 3.31415 -0.46089 2.80523
H -1.63431 2.48322 0.49926
H 2.20024 -2.53251 -2.28168
C 2.99573 -0.77289 1.80139
H 0.22366 2.09872 1.06426
H -6.95156 1.33669 1.29946
N -5.16811 0.46370 0.88334
H -1.65103 0.24509 1.69267
H -4.65349 -2.37461 -0.85145
H -1.02916 -0.66591 -2.15152
C 2.52617 -2.23106 1.86753
C 2.32331 3.10345 -1.52563
C -7.23940 -0.45143 0.13532
H -8.31397 -0.38029 0.09015
C 3.83613 -1.19343 -0.54627
H -2.94854 1.90002 -0.52863
H 1.65138 -2.29336 2.51629
H 2.64116 -4.18035 -1.82022
H -2.67514 -2.07782 -0.86898
H 3.31875 -2.84851 2.29639
C -5.18167 -1.55431 -0.39346
C -4.49992 -0.53979 0.30389
H 4.99414 -1.28148 1.25680
H 0.92931 4.44865 1.34670
H 3.84920 -3.10912 -2.53417
H 0.34726 3.65814 -0.91000
H 4.71249 -1.11827 -1.19511
C 1.25798 3.26681 -0.44134
O 0.88449 0.28651 -1.53060
H 3.30899 2.96007 -1.08695
H 2.85904 1.25491 0.15984
H 1.35515 -2.13862 0.06757
C 0.87555 1.92588 0.20483
H 2.01506 5.19397 0.17245
H 1.82810 -3.77429 0.53772
C -2.22702 -1.19960 -0.40983
C 2.17215 -2.73954 0.47299
C 1.72305 4.25171 0.62970
N -3.14475 -0.54940 0.49545
H 4.56515 0.35517 0.79624
*
```

Computed properties:
- E_HOMO: -0.284 hartree
- Structure (SMILES): CC(C)[C@H](NC(=O)[C@H]1CC[C@@H](C)CC1)C(=O)N1CCN(c2ccccn2)CC1
- Kohn-Sham gap: 0.3135 Ha

=====

C22H34N4O2 | ωB97M-V/def2-TZVPD

Structure (ORCA input):
```
! RIJCOSX wB97M-V def2-TZVPD def2/J DEFGRID3
* xyz 0 1
H -1.26291 4.57752 1.15741
H -1.84398 2.47450 2.07794
H -3.12033 4.00822 -0.83285
O -3.81069 0.93522 -1.18063
H -4.83205 -0.99698 2.46688
H 5.46035 1.31567 2.63809
H -0.70260 -0.21914 -3.00876
N 3.43902 0.40508 0.20513
C -4.41753 -1.63607 -0.17939
H 0.17829 -4.16822 1.67428
C -0.02179 -1.80117 -0.73255
C -3.17901 1.09245 -0.14911
H 2.78687 0.99270 2.10039
C 4.95742 0.60689 1.98438
H 0.17533 -2.60423 -3.32262
C 4.66814 -0.22282 -0.24308
H 0.91784 0.45162 -3.21349
C 0.83918 -1.19950 -1.83071
C -0.75247 3.73958 0.68025
H 0.29706 3.75530 0.96629
C 0.50998 -2.81618 0.05642
H 1.51953 -3.16066 -0.11583
H 6.55462 -0.38409 0.84951
H 4.78447 -0.31944 2.53330
H -2.56026 0.47928 1.66334
H 0.00869 0.78730 -1.73432
C -0.95738 3.79857 -0.83092
H 2.92417 -0.89844 -1.82270
N -2.46168 2.23497 0.06865
C 3.64048 1.14742 1.43849
H 4.88831 0.03429 -1.28563
C 0.21714 0.03557 -2.49024
H -3.21013 -1.39233 3.04271
N -3.19169 0.22785 0.91798
C -1.51329 -2.90382 1.34863
H -2.06692 -3.34176 2.16387
C -3.39956 -1.22299 0.88321
H 1.72737 -1.84974 -3.69906
H 1.62969 -3.11890 -2.46885
C -3.94583 -1.59444 2.26675
C 5.73995 0.32241 0.70413
H -0.23107 3.15453 -1.32772
H -0.69011 1.60080 1.02400
N 2.12025 -0.83397 -1.22040
H 4.59423 -1.31526 -0.16063
H 3.71908 2.21878 1.21571
C -2.36293 3.22894 -0.98600
H -4.22439 -2.64375 2.30402
O 1.19537 0.42815 0.44149
H -4.55497 -2.71481 -0.14331
C 1.11571 -2.26288 -2.89839
C -2.05189 -1.87648 0.58971
H -5.36814 -1.14429 0.00781
H -4.08174 -1.35132 -1.17021
H -2.54737 2.75718 -1.95305
C -0.23922 -3.37277 1.07306
C -1.42062 2.41849 1.06883
C -1.30513 -1.36259 -0.46537
H 6.14985 1.25178 0.30750
H -0.86948 4.80577 -1.23328
H -1.73979 -0.58127 -1.06414
C 2.17856 0.02353 -0.15687
*
```

Computed properties:
- E_HOMO: -0.310 hartree
- Structure (SMILES): CC(C)(NC(=O)N1CCCC1)c1cccc(C(C)(C)NC(=O)N2CCCC2)c1
- Kohn-Sham gap: 0.3312 Ha

=====

C22H34N4PPtSe2 | ωB97M-V/def2-TZVPD

Structure (ORCA input):
```
! RIJCOSX wB97M-V def2-TZVPD def2/J DEFGRID3
* xyz 3 1
H 1.96253 -0.24543 -1.34499
H 2.14001 -3.65758 2.62588
C 2.62031 -0.32787 3.25529
H -2.56514 0.63958 -3.29643
H 4.24854 0.46643 4.39692
C -0.78064 -2.30176 2.70085
H 1.00377 3.01063 -0.13667
N -2.22046 1.72729 -0.85044
C 2.02689 -1.49189 2.76217
Se -0.07558 0.56619 1.32816
C 2.59994 -2.74846 2.99904
H -2.92868 3.71543 -0.69188
N 1.59555 0.49386 -1.94340
H -1.92349 -5.43447 3.27591
C 3.79241 -0.42538 3.98875
H -4.17495 1.01609 -1.34097
H 1.26892 2.91520 -3.06070
C 3.77181 -2.82739 3.72830
C -1.83432 -4.35892 3.35160
Se 0.78071 -2.26860 -0.15220
H -2.26775 1.83009 0.16084
C -0.35810 4.05694 -1.25790
C -1.60435 -1.58490 3.57357
H 3.37727 1.60701 -2.34430
H 2.24568 0.61549 -3.96364
H 2.76711 1.69053 -0.69769
H 0.22571 -0.19735 -5.03484
C 4.37299 -1.66736 4.20951
H 1.98598 -1.01625 -3.37433
H 2.32022 3.79239 -1.95669
C -0.60309 -1.13365 -3.25987
H -0.77575 4.31307 -0.28359
H -1.09419 3.06786 -3.04562
C -3.16256 0.63344 -1.21342
H -3.18456 -0.07457 -0.38231
H -3.19035 -1.72022 5.00368
H 2.17252 0.64343 3.09484
C -2.67411 -0.03566 -2.44512
C -1.46073 3.70457 -2.23138
H -3.43761 2.87773 -2.14530
C -2.54714 -2.26508 4.32540
H 0.21336 4.92186 -1.59657
C 1.57580 -0.00729 -3.37307
H -1.84089 4.60981 -2.70745
H 5.30540 -1.73360 4.75481
H -3.36558 -0.82595 -2.74211
C -0.90022 -3.68923 2.57753
P 0.52509 -1.49136 1.84013
C -2.65714 -3.64757 4.21771
C -2.58913 3.04967 -1.48461
H -3.39277 -4.17453 4.81219
H -1.29568 -1.64257 -3.93094
C 0.18278 -0.03568 -3.95796
H -1.50260 -0.51198 3.69195
C 1.69165 2.90599 -2.05446
H 0.07501 -1.88884 -2.87682
N 0.58638 2.92240 -1.06253
C 2.46783 1.67986 -1.74831
Pt -0.28291 1.00419 -1.16371
H -1.49607 -1.35076 -1.42080
H -0.30246 0.94061 -3.82088
H 4.21698 -3.79374 3.92564
H -0.28242 -4.24740 1.88295
N -1.34775 -0.59443 -2.08974
*
```

Computed properties:
- E_HOMO (alpha / beta): -0.617 / -0.617 hartree
- Kohn-Sham gap (alpha / beta): 0.1607 / 0.1607 Ha

=====

C22H35Cl4N3O5PS2SiSr | ωB97M-V/def2-TZVPD

Structure (ORCA input):
```
! RIJCOSX wB97M-V def2-TZVPD def2/J DEFGRID3
* xyz -1 1
C -1.24991 3.28230 -2.00315
H -2.52106 1.09563 -1.05009
C -5.88923 -0.75097 4.56754
H 3.00964 -4.90975 -0.08513
Cl 0.79314 1.24372 4.29250
C 2.91381 -2.77412 0.05788
H -1.62916 -2.43196 -3.99835
C -4.40375 1.41216 3.64796
H 6.50911 -5.23387 1.34863
C -5.50393 0.24543 5.45001
C 2.78336 -0.10073 -2.69032
C 2.05177 6.09153 -0.32244
H 5.15017 -0.71876 1.16166
H 1.16969 5.79855 -0.88811
H 1.48116 -1.16412 -4.04222
C -4.76024 1.32164 4.98287
C -2.38749 3.65171 -2.95317
C -4.77636 0.40092 2.76970
P 0.12015 -0.66711 -2.05726
Cl 1.81626 -1.66977 3.30231
H -0.10319 -1.44246 0.63976
H -2.00784 -0.14296 -3.00076
H 0.20744 -3.07641 -1.62411
H -6.46464 -1.59829 4.91772
H 3.68041 -0.31249 -3.27596
H -5.77621 0.18299 6.49537
C -1.05193 -0.40117 -3.46208
N -4.47853 0.45944 1.38705
H -4.45100 2.10324 5.66433
Sr 0.81528 2.26178 -0.01894
H -0.43503 -3.16789 0.64645
Cl -2.08852 5.11780 -3.91555
H 2.84620 6.43575 -0.98087
N 3.47991 -1.61571 0.38713
N -3.30668 0.65865 -0.55228
H 1.89526 -2.71604 -0.30190
H 2.45187 0.90776 -2.95448
O 2.86767 3.63570 -0.48857
C -1.23450 -1.53146 -4.47063
H -1.42757 -2.52718 -1.85426
H -0.29504 -1.80023 -4.95454
C 1.67988 -1.12384 -2.96865
H -0.71185 0.51193 -3.95861
C -5.51997 -0.67752 3.23269
O 3.81951 5.08238 1.27331
H -3.82494 2.24860 3.28828
C -3.27773 0.76181 0.79787
H 1.99968 -2.12450 -2.67248
H -3.27892 3.83057 -2.35268
C 4.83079 -4.05681 0.69358
C 5.54370 -5.36962 0.86281
O -0.48948 4.14699 -1.55734
C 3.53643 -4.00244 0.18773
C -0.70257 -2.22392 0.16885
H 4.94960 -6.05612 1.46781
H 3.05965 -0.10553 -1.63491
H -4.20540 0.73114 -1.00550
H -2.57320 2.82702 -3.63504
S 2.64741 4.67427 0.55315
Si 1.64450 0.33457 2.56138
H 5.71247 -5.84538 -0.10525
C -0.48878 -2.27955 -1.35408
H -5.79681 -1.46915 2.54527
O 1.50546 4.21346 1.37861
H -1.74369 -2.00798 0.41087
H 6.42417 -2.82720 1.44998
C 5.42264 -2.85169 1.03798
Cl 3.65932 1.03293 2.77333
C 4.71617 -1.66777 0.87076
S -1.89735 1.12970 1.64792
H -1.93450 -1.23797 -5.25618
O -1.20115 2.05392 -1.69322
H -5.11640 -0.06264 0.80628
H 1.81089 6.85708 0.41180
*
```

Computed properties:
- E_HOMO: -0.168 hartree
- Kohn-Sham gap: 0.2440 Ha

=====

C22H35ClCsN6O3 | ωB97M-V/def2-TZVPD

Structure (ORCA input):
```
! RIJCOSX wB97M-V def2-TZVPD def2/J DEFGRID3
* xyz -1 1
H 1.49902 2.77819 -5.63264
N 0.29268 -1.90302 4.00687
C 0.08350 1.69415 -2.69719
H 0.11999 -2.68446 4.60917
N -1.78456 -0.41652 2.35975
C 0.79700 2.50223 -3.65230
N -3.02220 2.36470 -0.12268
C -2.80145 3.58202 1.99066
C 4.17037 -4.09753 -1.52621
C -0.09510 3.17169 3.48246
H -0.15024 4.08428 2.88321
C 1.55219 -1.48490 3.71490
H -2.51041 1.52991 0.14598
H -0.80623 -0.74069 -4.97278
H -1.30139 3.48784 0.46190
N -2.34673 2.41870 2.74690
C 0.93157 2.14366 -4.96047
H -2.78195 -1.02138 -3.88798
H -1.40869 1.83762 4.49808
H 2.46914 -2.77902 0.17855
H 1.24609 3.41021 -3.26764
C 0.34923 0.95528 -5.45356
O -1.39342 -0.29160 -1.15319
H 1.30567 -2.20501 -1.13756
C 2.98934 -3.34283 -1.83971
C -3.38415 1.43492 3.00573
C -0.53003 0.49194 -3.22286
H -3.89361 3.66450 2.05170
C -0.36525 0.17217 -4.59292
H 2.43470 -3.11815 4.60549
N 0.55088 2.14210 2.68657
C -2.80684 0.04390 3.29905
H -2.74122 4.42698 0.03094
H 0.47646 0.66509 -6.48749
O 1.75360 -0.55042 2.95658
C 2.66312 -3.32089 -3.23800
H 3.13194 -3.92608 -5.23472
C -2.21773 -1.42384 -3.04715
C 4.91899 -4.74450 -2.48487
O 0.03816 2.03718 -1.48207
C -1.50466 2.73289 3.88033
H -2.37529 0.02619 4.30369
C 2.24541 -2.66716 -0.87825
H 4.47998 -4.15285 -0.48716
H 3.47728 -1.98392 3.90171
C -1.35441 -0.36471 -2.38320
H -3.62749 -0.67609 3.31366
H 0.44212 3.43108 4.40543
H 5.80370 -5.30261 -2.20020
H -1.17250 0.37156 2.14421
Cl 5.50708 -5.52729 -5.04626
C -2.39591 3.51608 0.52865
H 0.80611 1.31417 3.21465
Cs 0.89428 0.08173 -0.36971
H -4.05166 1.73251 3.83689
C 4.54873 -4.69193 -3.82425
H 1.79116 -2.75517 -3.55277
H -1.95396 3.51117 4.52264
H -2.89864 -1.81996 -2.29790
N 2.58571 -2.16228 4.33306
H -3.99537 1.37843 2.10360
H -2.84616 2.42885 -1.11853
H 1.39565 2.47754 2.24380
H -2.20126 -0.70010 1.47833
H -2.38568 4.49313 2.43596
C 3.41573 -3.97332 -4.18962
H -0.47013 -1.46484 3.49431
H -1.59227 -2.24153 -3.41358
*
```

Computed properties:
- E_HOMO: -0.077 hartree
- Kohn-Sham gap: 0.1472 Ha

=====

C22H35ClNiO2P2 | ωB97M-V/def2-TZVPD

Structure (ORCA input):
```
! RIJCOSX wB97M-V def2-TZVPD def2/J DEFGRID3
* xyz 0 3
H -3.03173 -1.87523 0.26810
H -2.43590 0.02870 -2.36739
H -1.27764 1.82220 0.90482
H 3.05576 -2.66223 -2.04908
C -2.50954 -0.93060 0.03173
C 0.57794 0.20936 4.36858
H 1.88661 -3.23806 -3.32086
H 0.46624 2.10825 0.67772
C 1.19712 -0.02466 -3.29638
C -0.81731 -3.20471 -1.61464
H 1.74103 3.47522 -1.62595
H 2.77040 -2.20435 1.79621
C -0.89357 1.27618 5.94891
H -3.64833 0.83461 0.29131
C -1.24761 -0.79245 0.41220
H -0.77069 -0.86371 -2.93415
C -0.42198 1.61788 0.23603
H -1.72186 -2.60959 -1.74086
C -0.35810 2.31782 -3.98207
H 2.37549 2.11125 6.52880
P 0.69304 -2.28328 -1.58415
H 0.35962 -1.97615 -3.71739
H 0.54215 -0.02495 -0.71178
C 0.72675 -0.60227 3.13337
H 1.25952 0.09448 -4.39172
H 2.19585 3.24867 -3.35511
H -4.47128 -0.34290 -0.67122
Ni 2.34576 -1.97699 -0.57208
C 0.27396 -1.20062 -2.95692
C 1.98316 2.71948 -2.40060
H 2.88108 2.15595 -2.08091
H -0.92398 3.18901 -3.64676
H -1.88187 1.45388 6.33731
C -0.70200 0.41793 4.86735
C -0.71731 2.07033 -1.22234
C 2.13404 -3.23057 -2.26594
P 0.57272 1.52992 -2.61863
H -0.47319 3.12861 -1.22425
H 2.40285 -3.90866 1.12514
H 1.03769 -2.67632 1.36138
O -0.12405 -1.50236 2.92868
C -2.93402 0.80202 -1.75816
H -1.09673 1.61175 -4.35761
C -2.12709 1.99462 -1.52033
H -2.66202 2.95218 -1.45164
H -0.97543 -3.87522 -0.77534
H -1.52736 -0.06343 4.36160
H 2.20955 -4.17147 -1.73917
C 0.21545 1.87959 6.55813
O 1.63509 -0.23292 2.29734
H 2.23819 -0.16404 -2.95431
H -3.83023 1.14579 -2.31536
H 2.66260 0.68076 4.47035
C 1.68816 0.82595 4.93531
C -0.10157 0.14992 0.20230
Cl 0.01277 2.89067 7.91716
H 0.65463 -0.12255 1.02755
C 2.12024 -2.83674 1.16022
H -0.65554 -3.79227 -2.51439
H -0.86581 -1.73939 0.86537
C 1.51031 1.65289 6.05512
H 0.25172 2.63214 -4.83159
C -3.47377 0.10063 -0.49902
*
```

Computed properties:
- E_HOMO (alpha / beta): -0.220 / -0.243 hartree
- Kohn-Sham gap (alpha / beta): 0.2044 / 0.2064 Ha